(1)
Below is a structure of composition C30H35N3O6S3Ti at a distorted geometry, with properties calculated with ωB97M-V/def2-TZVPD.

E_HOMO	-0.28846	Eh
relative energy (zero: lowest compared OMol25 entry of this formula, charge and spin)	0.322	eV
molar mass	677.69	g mol⁻¹
gap between HOMO and LUMO	7.4	eV
energy	-104058.158	eV
spin multiplicity	1

Last column: Löwdin charge in e.
Atoms and positions in Å:
Ti 0.335 -0.267 0.654  1.150
C 1.633 2.729 1.370  -0.073
N 0.709 1.763 2.003  -0.216
C 1.229 1.475 3.380  -0.170
C 1.828 0.100 3.651  -0.153
C 2.823 -0.416 2.615  -0.172
N 2.114 -1.119 1.547  -0.038
C 2.439 -2.330 1.296  -0.044
C 1.848 -3.236 0.334  -0.125
C 2.384 -4.529 0.254  -0.032
C 1.902 -5.448 -0.652  -0.084
C 0.866 -5.076 -1.508  -0.060
C 0.320 -3.810 -1.460  0.016
C 0.801 -2.883 -0.537  -0.285
O 0.271 -1.668 -0.506  -0.162
C -0.619 2.424 2.164  -0.196
C -1.260 2.981 0.897  -0.146
C -1.378 1.963 -0.251  -0.198
N -1.408 0.613 0.293  -0.198
C -2.644 0.048 0.470  -0.389
C -2.873 -0.855 1.623  -0.168
C -4.177 -1.111 2.052  -0.035
C -4.429 -1.991 3.089  -0.084
C -3.370 -2.628 3.725  -0.082
C -2.067 -2.351 3.352  -0.007
C -1.813 -1.448 2.322  -0.285
O -0.540 -1.132 2.039  -0.190
H 1.680 3.643 1.975  0.105
H 2.625 2.296 1.284  0.072
H 1.296 2.978 0.369  0.080
H 1.989 2.231 3.602  0.121
H 0.420 1.635 4.093  0.121
H 2.338 0.178 4.615  0.120
H 1.041 -0.644 3.771  0.102
H 3.404 0.390 2.162  0.109
H 3.527 -1.108 3.086  0.120
H 3.259 -2.764 1.874  0.138
H 3.197 -4.797 0.919  0.113
H 2.327 -6.440 -0.703  0.101
H 0.481 -5.790 -2.225  0.108
H -0.489 -3.510 -2.112  0.119
H -1.280 1.689 2.624  0.121
H -0.502 3.252 2.876  0.126
H -2.254 3.321 1.200  0.118
H -0.730 3.873 0.554  0.107
H -2.282 2.143 -0.838  0.124
H -0.532 2.065 -0.931  0.100
H -3.490 0.695 0.245  0.047
H -4.997 -0.619 1.547  0.091
H -5.447 -2.180 3.402  0.101
H -3.559 -3.333 4.524  0.102
H -1.226 -2.815 3.851  0.116
C -6.684 -2.377 -1.659  -0.110
O -5.263 -2.266 -1.555  -0.221
C -4.728 -1.070 -1.320  -1.206
S -5.620 0.308 -1.137  0.658
S -2.995 -1.152 -1.254  0.889
H -6.878 -3.442 -1.745  0.091
H -7.041 -1.846 -2.541  0.084
H -7.165 -1.960 -0.777  0.069
C 2.827 4.440 -5.821  -0.051
C 2.820 3.476 -4.667  -0.270
C 2.089 2.291 -4.732  -0.031
C 2.101 1.386 -3.684  -0.040
C 2.851 1.671 -2.552  -0.273
C 3.584 2.843 -2.461  -0.046
C 3.564 3.737 -3.520  -0.036
S 2.820 0.538 -1.204  0.539
O 2.911 -0.798 -1.723  -0.261
O 3.810 0.955 -0.240  -0.304
O 1.424 0.784 -0.632  -0.441
H 1.965 4.286 -6.469  0.076
H 3.726 4.309 -6.427  0.085
H 2.815 5.472 -5.472  0.078
H 1.503 2.073 -5.617  0.114
H 1.539 0.463 -3.741  0.124
H 4.167 3.039 -1.572  0.113
H 4.139 4.654 -3.455  0.115

(2)
Below is a structure of composition C30H29Br2N6O4Pd, with properties calculated with ωB97M-V/def2-TZVPD.

E_HOMO (alpha / beta)	-0.55585 / -0.55563	Eh
net charge	+3
relative energy (zero: lowest compared OMol25 entry of this formula, charge and spin)	0.388	eV
molar mass	803.83	g mol⁻¹
<S²>	6.11
gap between HOMO and LUMO (alpha / beta)	6.8 / 4.5	eV
energy	-192246.541	eV
spin multiplicity	5

Last column: Löwdin charge in e.
Atoms and positions in Å:
Pd -0.796 -1.367 -0.348  0.876
O 1.537 -1.889 4.667  0.052
C 2.150 -0.818 4.051  -0.264
C 2.966 0.082 4.712  0.007
C 3.463 1.177 4.020  -0.048
C 3.144 1.378 2.682  -0.068
C 2.339 0.460 2.032  -0.019
C 1.854 -0.652 2.711  -0.114
C 0.999 -1.692 2.013  -0.366
O 0.974 -1.613 0.657  -0.256
N -0.375 -1.521 2.588  0.126
N -1.382 -1.495 1.804  -0.044
C -2.617 -1.385 2.297  -0.122
C -3.742 -1.402 1.477  -0.561
Br -3.454 -1.626 -0.390  0.935
C -5.009 -1.352 2.034  -0.011
C -6.315 -1.360 1.489  -0.207
C -6.646 -0.995 0.161  -0.032
C -7.956 -1.036 -0.249  -0.028
C -8.953 -1.466 0.634  0.008
C -8.650 -1.814 1.947  -0.022
C -7.347 -1.734 2.382  0.014
H 1.861 -1.991 5.570  0.130
H 3.200 -0.063 5.761  0.130
H 4.100 1.883 4.538  0.120
H 3.533 2.240 2.155  0.106
H 2.102 0.566 0.980  0.098
H 1.270 -2.692 2.379  0.168
H -0.485 -1.502 3.605  0.176
H -2.775 -1.303 3.370  0.151
H -4.976 -1.352 3.122  0.137
H -5.886 -0.630 -0.516  0.062
H -8.222 -0.729 -1.252  0.125
H -9.981 -1.513 0.296  0.131
H -9.432 -2.126 2.625  0.129
H -7.103 -1.980 3.408  0.131
C -2.101 2.064 0.229  -0.034
O -1.013 1.401 -0.433  -0.124
C -0.035 2.218 -0.916  -0.198
C -0.048 3.587 -0.814  -0.004
C 1.016 4.363 -1.319  -0.676
Br 0.932 6.218 -1.157  0.881
C 2.085 3.765 -1.899  -0.055
C 2.125 2.347 -2.012  -0.049
C 1.045 1.570 -1.536  -0.158
O 0.989 0.231 -1.619  0.033
C 3.252 1.706 -2.571  -0.168
N 3.401 0.352 -2.626  0.188
C 4.591 0.127 -3.170  -0.151
C 5.254 -1.105 -3.441  0.027
C 6.478 -1.026 -4.010  -0.007
C 7.088 0.248 -4.329  0.039
C 6.480 1.463 -4.078  0.035
C 5.233 1.386 -3.495  -0.119
N 4.345 2.341 -3.095  0.214
H -2.615 2.738 -0.455  0.113
H -1.741 2.611 1.101  0.113
H -2.782 1.282 0.545  0.064
H -0.873 4.100 -0.340  0.112
H 2.900 4.379 -2.255  0.112
H 1.865 -0.090 -1.919  0.076
H 4.793 -2.051 -3.192  0.127
H 7.030 -1.928 -4.237  0.129
H 8.070 0.244 -4.787  0.135
H 6.960 2.401 -4.324  0.138
H 4.469 3.336 -3.194  0.179
N -0.759 -2.142 -2.471  -0.069
N -0.169 -3.204 -1.730  -0.005
H -1.573 -2.450 -2.993  0.110
H -0.107 -1.702 -3.111  0.108
H 0.770 -3.429 -2.036  0.119
H -0.746 -4.036 -1.722  0.114

(3)
Below is a structure of composition C27H27FN7O5OsS, with properties calculated with ωB97M-V/def2-TZVPD.

E_HOMO (alpha / beta)	-0.57455 / -0.57392	Eh
net charge	+3
molar mass	770.85	g mol⁻¹
<S²>	6.05
gap between HOMO and LUMO (alpha / beta)	8.4 / 5.6	eV
energy	-65099.230	eV
spin multiplicity	5

Last column: Löwdin charge in e.
Atoms and positions in Å:
Os -0.786 0.806 -2.920  1.678
N -5.930 6.058 -3.366  0.275
C -4.861 5.336 -3.642  -0.220
C -3.574 5.757 -3.171  0.061
C -2.472 5.018 -3.486  0.003
C -2.626 3.857 -4.265  -0.202
C -3.878 3.414 -4.726  -0.002
C -4.991 4.138 -4.419  0.059
S -1.143 3.035 -4.795  0.602
O -0.831 3.525 -6.090  -0.199
O -0.176 3.163 -3.713  -0.340
N -1.602 1.463 -4.730  -0.243
C -0.807 0.566 -5.498  -0.475
N -0.741 0.514 -6.798  0.191
C 0.090 -0.420 -7.274  -0.024
C 0.830 -1.275 -6.458  0.007
C 0.696 -1.141 -5.096  -0.045
N -0.140 -0.205 -4.617  -0.069
H -5.869 6.915 -2.831  0.157
H -6.850 5.793 -3.696  0.158
H -3.494 6.658 -2.577  0.141
H -1.490 5.314 -3.142  0.138
H -3.948 2.515 -5.322  0.133
H -5.971 3.832 -4.765  0.140
H 0.165 -0.486 -8.353  0.137
H 1.489 -2.018 -6.880  0.126
H 1.225 -1.753 -4.379  0.133
F 3.444 -3.218 0.542  0.089
C 2.507 -2.420 1.079  -0.173
C 1.717 -1.712 0.234  0.099
C 0.754 -0.821 0.737  -0.051
C -0.053 -0.022 -0.144  -0.246
O 0.114 -0.172 -1.418  -0.206
C -0.966 0.866 0.438  -0.020
C -1.054 0.911 1.818  0.080
N -0.327 0.167 2.642  0.042
C -0.477 0.339 4.084  -0.242
C -1.850 0.505 4.652  -0.062
C -1.097 -0.769 4.884  -0.079
C 0.626 -0.709 2.127  -0.093
C 1.441 -1.460 2.984  0.075
C 2.411 -2.323 2.493  -0.109
N 3.232 -3.051 3.347  -0.066
C 4.075 -4.163 2.895  -0.114
C 4.653 -4.896 4.102  -0.073
N 3.619 -4.951 5.193  0.079
C 3.294 -3.563 5.727  -0.054
C 3.617 -2.534 4.650  -0.122
C -1.886 1.792 -0.289  -0.522
O -2.640 2.518 0.299  0.133
O -1.859 1.760 -1.622  -0.225
H 1.861 -1.817 -0.832  0.142
H -1.754 1.599 2.272  0.159
H 0.333 0.913 4.517  0.164
H -2.697 0.459 3.982  0.117
H -1.955 1.205 5.467  0.122
H -1.435 -1.641 4.340  0.120
H -0.695 -0.964 5.869  0.113
H 1.282 -1.371 4.047  0.105
H 4.916 -3.846 2.275  0.141
H 3.473 -4.854 2.306  0.139
H 5.522 -4.404 4.532  0.142
H 4.929 -5.915 3.840  0.149
H 3.941 -5.551 5.954  0.190
H 2.770 -5.385 4.828  0.187
H 3.883 -3.413 6.630  0.145
H 2.238 -3.572 5.985  0.138
H 4.682 -2.284 4.659  0.143
H 3.095 -1.612 4.884  0.128

(4)
Below is a cluster of 2 separate species, C4H13NO2 in total, with properties calculated with ωB97M-V/def2-TZVPD.

E_HOMO	-0.35360	Eh
relative energy (zero: lowest compared OMol25 entry of this formula, charge and spin)	0.298	eV
molar mass	107.15	g mol⁻¹
SMILES	C[C@H](O)[C@@H](C)N.O
gap between HOMO and LUMO	10.4	eV
energy	-9943.899	eV
spin multiplicity	1

Last column: Löwdin charge in e.
Atoms and positions in Å:
C 1.394 -1.147 -0.204  -0.060
C 0.960 0.155 -0.872  -0.418
C -0.221 0.867 -0.203  -0.413
C 0.041 1.217 1.253  -0.039
O -1.412 0.093 -0.275  -0.043
N 0.663 -0.025 -2.284  0.035
H 0.560 -1.842 -0.048  0.082
H 1.819 -1.021 0.800  0.070
H 2.127 -1.655 -0.840  0.078
H 1.784 0.868 -0.819  0.143
H -0.357 1.815 -0.746  0.139
H -0.915 1.341 1.765  0.080
H 0.517 2.188 1.344  0.080
H 0.641 0.498 1.805  0.072
H -1.436 -0.327 -1.142  0.086
H 0.278 -0.934 -2.504  0.072
H 1.445 0.129 -2.899  0.073
H -1.881 -0.914 1.820  -0.002
H -3.267 -0.314 1.806  0.033
O -2.740 -0.993 2.245  -0.068

> Number 2 is which compound?

C30H29Br2N6O4Pd

> Number 3 is which compound?

C27H27FN7O5OsS

> spin multiplicity of number 2 (C30H29Br2N6O4Pd)?

5